5
Properties=species:S:1:pos:R:3:forces:R:3:lowdin_spin:R:1 method="wB97M-V/def2-TZVPD" spin_multiplicity=5 gap_ev="6.45 / 6.74" fmax_ev_per_a=0.55 charge=-2 e_homo_ev="-1.580 / -1.878"
Cr 3.691 5.019 4.467 -0.4 -0.2 0.3 3.94
I 2.238 5.417 6.873 0.3 -0.1 -0.3 0.00
I 6.033 6.459 5.202 -0.4 -0.2 -0.3 0.01
I 3.419 2.153 3.847 0.2 0.4 0.2 0.01
I 2.011 5.817 2.291 0.3 0.1 0.1 0.04